*a*
# C48H126N10O14

A 10-piece molecular cluster, C48H126N10O14 overall (ωB97M-V/def2-TZVPD, the Open Molecules 2025 dataset).

```
198
C48H126N10O14 ωB97M-V/def2-TZVPD
C 10.49 24.49 -7.82
O 11.87 24.27 -7.72
C 12.47 23.54 -8.75
C 12.43 22.03 -8.61
N 13.12 21.42 -9.76
C 12.88 19.98 -9.86
C 13.74 19.35 -10.97
O 13.55 19.84 -12.30
C 14.52 19.35 -13.18
H 9.90 23.58 -7.68
H 10.24 24.90 -8.80
H 10.13 25.18 -7.05
H 13.54 23.78 -8.84
H 12.10 23.85 -9.74
H 11.40 21.66 -8.48
H 13.08 21.70 -7.79
H 12.90 21.92 -10.62
H 11.81 19.82 -10.06
H 13.06 19.55 -8.88
H 13.46 18.29 -10.99
H 14.79 19.45 -10.71
H 15.51 19.75 -12.88
H 14.40 19.60 -14.24
H 14.71 18.28 -13.09
C 8.43 22.87 -11.74
O 9.57 23.22 -12.49
C 10.17 22.07 -13.10
C 11.47 22.47 -13.80
N 12.54 22.37 -12.82
C 13.80 22.90 -13.34
C 13.93 24.41 -13.29
O 13.31 25.11 -14.37
C 14.04 25.01 -15.58
H 7.91 23.80 -11.55
H 8.74 22.39 -10.80
H 7.78 22.17 -12.27
H 9.39 21.72 -13.78
H 10.27 21.31 -12.32
H 11.41 23.43 -14.31
H 11.70 21.71 -14.56
H 12.78 21.39 -12.60
H 14.02 22.55 -14.36
H 14.69 22.52 -12.82
H 14.94 24.84 -13.21
H 13.45 24.76 -12.37
H 15.10 25.28 -15.44
H 13.55 25.71 -16.25
H 14.01 23.98 -15.95
C 7.91 15.86 -24.39
O 9.00 16.14 -23.56
C 8.74 17.18 -22.64
C 9.95 17.47 -21.77
N 10.18 16.43 -20.77
C 11.23 16.76 -19.81
C 11.12 15.88 -18.59
O 9.98 16.22 -17.86
C 9.91 15.71 -16.56
H 7.49 16.78 -24.80
H 7.07 15.37 -23.87
H 8.21 15.09 -25.10
H 7.83 17.00 -22.06
H 8.59 18.11 -23.20
H 9.82 18.48 -21.35
H 10.83 17.54 -22.40
H 9.36 16.25 -20.19
H 11.13 17.81 -19.49
H 12.24 16.67 -20.21
H 12.06 16.00 -18.02
H 11.10 14.81 -18.87
H 9.98 14.62 -16.48
H 9.08 16.07 -15.95
H 10.78 16.14 -16.03
C 6.95 17.83 -13.54
O 5.90 18.10 -12.64
C 4.74 18.63 -13.25
C 4.51 20.06 -12.73
N 3.78 20.98 -13.62
C 2.35 20.96 -13.28
C 1.53 21.84 -14.22
O 1.82 23.22 -14.05
C 0.81 24.03 -14.60
H 6.64 17.03 -14.22
H 7.89 17.56 -13.06
H 7.18 18.70 -14.16
H 3.93 17.99 -12.92
H 4.80 18.68 -14.34
H 5.49 20.52 -12.58
H 4.04 20.06 -11.74
H 4.15 21.91 -13.45
H 2.16 21.16 -12.22
H 1.97 19.96 -13.51
H 0.47 21.72 -13.97
H 1.60 21.47 -15.25
H -0.17 23.80 -14.16
H 0.70 23.97 -15.69
H 1.03 25.06 -14.35
C 18.33 21.95 -20.16
C 17.11 21.18 -19.64
C 17.50 20.05 -18.69
O 18.49 19.27 -19.35
C 18.87 18.12 -18.65
N 16.17 22.08 -18.95
H 19.17 21.36 -20.51
H 18.66 22.65 -19.38
H 18.09 22.62 -20.99
H 16.59 20.70 -20.47
H 16.61 19.43 -18.50
H 17.91 20.41 -17.74
H 19.81 17.74 -19.05
H 18.17 17.29 -18.82
H 18.98 18.39 -17.60
H 15.86 22.75 -19.65
H 16.64 22.63 -18.24
C 12.26 20.86 -18.50
C 12.65 20.64 -17.04
C 11.72 19.65 -16.35
O 10.41 20.20 -16.31
C 9.61 19.51 -15.39
N 14.05 20.25 -16.89
H 12.12 19.92 -19.05
H 12.80 21.63 -19.05
H 11.23 21.24 -18.55
H 12.49 21.61 -16.56
H 12.12 19.40 -15.36
H 11.68 18.72 -16.92
H 10.03 19.42 -14.38
H 9.28 18.51 -15.70
H 8.67 20.02 -15.20
H 14.57 20.62 -17.68
H 14.19 19.25 -16.97
C 4.14 22.94 -17.05
C 4.99 21.67 -16.98
C 6.28 21.91 -16.17
O 7.12 22.71 -16.95
C 8.33 23.02 -16.28
N 4.26 20.51 -16.47
H 3.64 23.25 -16.13
H 3.28 22.88 -17.72
H 4.74 23.79 -17.39
H 5.33 21.50 -18.00
H 6.70 20.90 -16.04
H 6.08 22.30 -15.17
H 8.99 23.56 -16.97
H 8.81 22.10 -15.97
H 8.17 23.75 -15.48
H 4.09 20.68 -15.46
H 3.33 20.50 -16.88
C 7.63 18.50 -18.79
C 6.39 17.71 -18.38
C 6.55 16.23 -18.63
O 6.78 16.05 -20.03
C 7.00 14.68 -20.31
N 6.16 18.01 -16.95
H 7.46 19.58 -18.76
H 7.98 18.25 -19.79
H 8.46 18.29 -18.11
H 5.46 18.11 -18.80
H 5.70 15.66 -18.25
H 7.48 15.93 -18.14
H 7.33 14.60 -21.35
H 6.08 14.11 -20.18
H 7.84 14.26 -19.75
H 5.53 17.37 -16.48
H 5.72 18.92 -16.81
C 12.46 28.27 -17.11
C 11.40 27.63 -17.97
C 11.24 26.14 -17.76
O 12.49 25.53 -18.06
C 12.33 24.18 -18.46
N 10.15 28.37 -17.77
H 13.46 27.87 -17.29
H 12.28 28.12 -16.04
H 12.58 29.34 -17.25
H 11.69 27.76 -19.02
H 10.46 25.73 -18.41
H 11.07 25.99 -16.69
H 11.70 23.65 -17.74
H 13.28 23.66 -18.58
H 11.85 24.20 -19.45
H 9.89 28.36 -16.78
H 9.37 27.80 -18.12
C 16.72 17.71 -15.62
C 15.39 16.97 -15.58
C 14.84 16.45 -16.92
O 14.52 17.52 -17.78
C 14.64 17.15 -19.14
N 15.55 15.85 -14.65
H 17.44 17.14 -16.22
H 17.18 17.94 -14.66
H 16.60 18.70 -16.08
H 14.60 17.65 -15.22
H 13.97 15.81 -16.74
H 15.64 15.85 -17.36
H 14.13 16.22 -19.37
H 15.66 17.16 -19.53
H 14.22 18.01 -19.68
H 15.63 16.06 -13.67
H 14.70 15.30 -14.73
```

Properties
* structure (SMILES): COC[C@H](C)N.COC[C@H](C)N.COC[C@H](C)N.COC[C@H](C)N.COC[C@H](C)N.COC[C@H](C)N.COCCNCCOC.COCCNCCOC.COCCNCCOC.COCCNCCOC
* gap between HOMO and LUMO: 8.65 eV

Results of the Mulliken charge analysis, in e, for atoms 1 through 4: -0.66, -0.40, -0.41, -0.53

---

*b*
# C48H126N10O14

A 10-piece molecular cluster, C48H126N10O14 overall (ωB97M-V/def2-TZVPD, the Open Molecules 2025 dataset).

```
198
C48H126N10O14 ωB97M-V/def2-TZVPD
C -6.03 -0.12 6.02
C -7.53 0.03 6.22
C -8.31 -0.68 5.14
O -9.71 -0.59 5.22
C -10.20 0.72 5.31
N -7.93 -0.48 7.58
H -5.47 0.37 6.81
H -5.83 0.43 5.10
H -5.76 -1.16 5.86
H -7.82 1.09 6.21
H -8.11 -1.76 5.21
H -7.93 -0.40 4.14
H -9.72 1.35 4.54
H -10.07 1.20 6.28
H -11.27 0.71 5.09
H -8.24 0.33 8.11
H -8.81 -0.99 7.44
C 2.72 -2.86 -2.47
C 3.31 -3.76 -3.54
C 4.83 -3.72 -3.60
O 5.27 -2.39 -3.79
C 6.63 -2.35 -4.06
N 2.87 -5.16 -3.40
H 1.78 -2.40 -2.78
H 3.36 -1.97 -2.35
H 2.63 -3.37 -1.51
H 2.93 -3.46 -4.53
H 5.23 -4.42 -4.34
H 5.13 -4.07 -2.59
H 6.97 -3.01 -4.87
H 7.27 -2.57 -3.19
H 6.96 -1.38 -4.43
H 2.97 -5.49 -2.45
H 1.91 -5.25 -3.67
C -5.80 -0.06 -1.31
C -5.52 0.05 -2.78
C -4.09 -0.33 -3.16
O -3.09 0.54 -2.67
C -3.19 1.84 -3.23
N -6.57 -0.61 -3.55
H -5.70 -1.10 -0.97
H -6.82 0.23 -1.06
H -5.10 0.55 -0.73
H -5.62 1.11 -3.08
H -3.97 -0.53 -4.24
H -3.88 -1.30 -2.68
H -4.06 2.33 -2.78
H -3.25 1.85 -4.32
H -2.33 2.42 -2.92
H -6.35 -0.83 -4.51
H -6.70 -1.50 -3.08
C 2.81 -2.14 1.47
C 2.19 -3.52 1.72
C 3.26 -4.61 1.69
O 3.56 -4.92 0.35
C 4.66 -5.78 0.22
N 1.56 -3.51 3.04
H 2.12 -1.36 1.78
H 3.10 -2.01 0.43
H 3.73 -2.00 2.05
H 1.45 -3.73 0.94
H 3.00 -5.46 2.32
H 4.14 -4.16 2.18
H 4.53 -6.70 0.80
H 5.60 -5.35 0.63
H 4.85 -5.95 -0.83
H 0.71 -2.95 3.04
H 2.20 -3.11 3.72
C 4.68 1.84 -1.72
C 6.05 1.61 -2.30
C 6.94 0.88 -1.28
O 8.21 0.67 -1.83
C 9.11 -0.03 -0.98
N 5.99 0.83 -3.54
H 4.07 0.93 -1.70
H 4.21 2.65 -2.28
H 4.75 2.21 -0.69
H 6.59 2.53 -2.54
H 6.40 -0.07 -1.07
H 6.98 1.40 -0.31
H 9.83 0.67 -0.57
H 9.64 -0.76 -1.59
H 8.59 -0.64 -0.23
H 5.80 -0.16 -3.33
H 6.96 0.74 -3.84
C -1.07 6.40 0.91
C 0.41 6.45 1.24
C 1.34 6.21 0.09
O 1.10 4.90 -0.44
C 2.17 4.45 -1.23
N 0.71 7.77 1.88
H -1.38 5.42 0.53
H -1.30 7.12 0.12
H -1.68 6.63 1.78
H 0.65 5.68 2.00
H 2.40 6.37 0.30
H 1.06 6.88 -0.74
H 3.17 4.62 -0.82
H 2.18 4.97 -2.20
H 2.04 3.40 -1.44
H 1.71 7.92 1.88
H 0.42 7.64 2.85
C 6.37 1.03 3.34
O 4.99 1.25 3.29
C 4.52 2.10 4.33
C 3.00 2.18 4.30
N 2.41 1.49 5.43
C 0.97 1.57 5.46
C 0.45 0.53 6.42
O 0.62 -0.73 5.81
C 0.44 -1.78 6.73
H 6.63 -0.04 3.30
H 6.84 1.41 4.25
H 6.88 1.50 2.49
H 5.01 3.08 4.35
H 4.79 1.61 5.28
H 2.57 1.71 3.40
H 2.68 3.22 4.23
H 2.74 0.55 5.58
H 0.51 1.34 4.49
H 0.65 2.55 5.81
H -0.57 0.67 6.80
H 1.09 0.57 7.32
H -0.36 -1.57 7.45
H 1.34 -1.85 7.37
H 0.25 -2.74 6.28
C -2.25 -2.20 3.23
O -2.13 -1.66 1.91
C -1.68 -2.63 0.96
C -2.68 -3.67 0.55
N -3.73 -3.29 -0.35
C -4.55 -4.37 -0.80
C -5.85 -4.00 -1.47
O -5.61 -3.64 -2.81
C -6.72 -3.86 -3.67
H -3.24 -2.63 3.39
H -2.18 -1.28 3.81
H -1.45 -2.88 3.54
H -0.74 -3.07 1.32
H -1.30 -2.08 0.09
H -3.10 -4.16 1.44
H -2.10 -4.44 0.02
H -4.15 -2.38 -0.26
H -4.61 -5.21 -0.10
H -4.01 -4.87 -1.63
H -6.32 -3.15 -0.94
H -6.56 -4.82 -1.36
H -6.43 -3.76 -4.71
H -7.48 -3.11 -3.42
H -7.14 -4.84 -3.45
C -0.13 4.14 -5.15
O 0.98 3.53 -4.55
C 0.68 2.34 -3.85
C 0.16 1.21 -4.73
N 1.14 0.63 -5.64
C 2.18 -0.16 -5.00
C 3.50 -0.22 -5.82
O 3.50 0.58 -6.98
C 2.89 -0.07 -8.08
H 0.05 5.21 -5.23
H -1.03 3.98 -4.53
H -0.36 3.65 -6.10
H -0.07 2.53 -3.08
H 1.62 2.03 -3.39
H -0.72 1.47 -5.31
H -0.16 0.38 -4.08
H 1.55 1.30 -6.27
H 1.80 -1.18 -4.86
H 2.44 0.25 -4.02
H 3.81 -1.25 -6.04
H 4.30 0.14 -5.17
H 1.85 -0.32 -7.87
H 3.45 -0.98 -8.36
H 2.90 0.58 -8.96
C -4.51 1.16 2.25
O -4.55 2.39 1.53
C -3.31 2.96 1.15
C -2.62 2.17 0.02
N -1.83 1.00 0.37
C -0.66 1.27 1.19
C 0.49 1.87 0.38
O 1.50 0.94 -0.02
C 1.01 0.00 -0.94
H -5.55 0.86 2.32
H -3.97 1.29 3.20
H -3.96 0.44 1.64
H -2.69 3.00 2.06
H -3.56 3.93 0.74
H -1.97 2.87 -0.52
H -3.42 1.82 -0.62
H -2.39 0.28 0.82
H -0.27 0.34 1.63
H -0.90 1.94 2.03
H 1.07 2.57 0.99
H 0.14 2.40 -0.51
H 1.84 -0.57 -1.34
H 0.43 0.45 -1.76
H 0.33 -0.71 -0.44
```

Properties
* structure (SMILES): COC[C@H](C)N.COC[C@H](C)N.COC[C@H](C)N.COC[C@H](C)N.COC[C@H](C)N.COC[C@H](C)N.COCCNCCOC.COCCNCCOC.COCCNCCOC.COCCNCCOC
* gap between HOMO and LUMO: 8.48 eV

Results of the Mulliken charge analysis, in e, for atoms 1 through 4: -1.10, 0.53, -0.88, -0.39

---

*a* takes first place; second place is 19.2 kcal/mol up.

---

*a*
# C3H5ClFN

An isolated molecule of C3H5ClFN (ωB97M-V/def2-TZVPD, the Open Molecules 2025 dataset).

```
11
C3H5ClFN ωB97M-V/def2-TZVPD
C -0.78 1.08 1.58
C -0.19 1.00 0.11
C 0.24 -0.15 -0.41
H -2.37 -0.24 1.74
H -1.00 -0.93 2.13
H -0.04 1.48 2.31
H -1.41 1.94 1.46
H -0.13 1.89 -0.42
N -1.51 -0.06 2.18
F 0.34 -1.23 0.34
Cl 0.99 -0.24 -1.96
```

Properties
* structure (SMILES): NC/C=C(\F)Cl
* gap between HOMO and LUMO: 10.35 eV

Results of the Mulliken charge analysis, in e, for atoms 1 through 4: -0.52, -0.39, 0.40, 0.25

---

*b*
# C3H5ClFN

An isolated molecule of C3H5ClFN (ωB97M-V/def2-TZVPD, the Open Molecules 2025 dataset).

```
11
C3H5ClFN ωB97M-V/def2-TZVPD
C -1.21 0.56 0.24
C -0.07 -0.23 -0.57
C 1.09 -0.93 0.23
H -0.90 0.27 1.17
H -0.25 -0.14 -1.72
H 0.74 -0.92 1.25
H 1.72 -1.90 -0.04
H 1.45 1.41 0.09
N 1.26 0.45 -0.43
F -1.17 1.91 -0.05
Cl -2.68 -0.49 -0.18
```

Properties
* structure (SMILES): F[C@@H](Cl)[C@@H]1CN1
* gap between HOMO and LUMO: 10.53 eV

Results of the Mulliken charge analysis, in e, for atoms 1 through 4: 0.15, -0.13, -0.31, 0.25

---

*a* takes first place; second place is 48.3 kcal/mol up.

---

*a*
# C3H10N2O

A 2-piece molecular cluster, C3H10N2O overall (ωB97M-V/def2-TZVPD, the Open Molecules 2025 dataset).

```
16
C3H10N2O ωB97M-V/def2-TZVPD
C -0.44 -0.11 -1.90
C -0.51 -1.39 -1.41
N -1.21 0.99 -1.38
H 0.21 0.04 -2.78
H 0.19 -2.01 -1.87
H -1.19 -1.62 -0.64
H -0.14 -0.45 0.40
H -1.60 0.82 -0.44
H -1.75 1.54 -1.98
N 1.94 0.17 1.20
C 0.67 0.16 2.06
O -0.47 0.05 1.19
H 2.03 1.14 0.79
H 1.50 -0.33 0.34
H 0.63 -0.72 2.72
H 0.46 1.13 2.69
```

Properties
* structure (SMILES): C=CN.NCO
* gap between HOMO and LUMO: 9.90 eV

Results of the Mulliken charge analysis, in e, for atoms 1 through 4: 0.08, -1.08, -0.35, 0.30

---

*b*
# C3H10N2O

A 2-piece molecular cluster, C3H10N2O overall (ωB97M-V/def2-TZVPD, the Open Molecules 2025 dataset).

```
16
C3H10N2O ωB97M-V/def2-TZVPD
C 0.88 -0.19 -1.60
C -1.55 0.85 -0.40
C -1.17 -0.59 -0.49
N -0.08 -1.09 -0.99
H -1.92 -1.31 -0.11
H 0.40 0.61 -2.19
H 1.50 -0.76 -2.30
H 1.54 0.26 -0.85
H -0.68 1.52 -0.41
H -2.22 1.10 -1.23
H -2.09 1.01 0.54
N 1.12 0.27 2.03
O 0.96 -1.17 1.85
H 0.84 -1.26 0.87
H 2.03 0.31 2.51
H 0.42 0.46 2.75
```

Properties
* structure (SMILES): C/C=N\C.NO
* gap between HOMO and LUMO: 10.63 eV

Results of the Mulliken charge analysis, in e, for atoms 1 through 4: -0.81, -1.09, 0.32, -0.69

---

*c*
# C3H10N2O

An isolated molecule of C3H10N2O (ωB97M-V/def2-TZVPD, the Open Molecules 2025 dataset).

```
16
C3H10N2O ωB97M-V/def2-TZVPD
C 0.60 -0.86 -0.38
C 0.44 -1.32 1.07
O 1.36 -2.40 1.28
N 0.45 0.58 -0.51
C -0.96 1.02 -0.55
N -1.09 2.44 -0.55
H -0.16 -1.43 -0.95
H 1.57 -1.14 -0.80
H 0.68 -0.50 1.74
H -0.58 -1.69 1.23
H 1.41 -2.59 2.21
H 0.91 0.93 -1.34
H -1.42 0.56 0.34
H -1.47 0.57 -1.41
H -1.31 2.90 -1.41
H -0.43 2.93 0.04
```

Properties
* structure (SMILES): NCNCCO
* gap between HOMO and LUMO: 9.91 eV

Results of the Mulliken charge analysis, in e, for atoms 1 through 4: -0.49, -0.46, -0.52, -0.42

---

*c* takes first place; second place is 28.5 kcal/mol up.